Computed, not measured: C19H19BrFNReSi as an isolated structure, with ωB97M-V/def2-TZVPD.

Properties
Multiplicity   2
ΔE to the lowest compared entry with this formula, charge and spin   35.30 kJ/mol
Calculated total energy   -104251.91660 eV
Charge   +2
<S²>   0.951
Highest occupied orbital energy (spin up / spin down)   -14.52 / -15.00 eV
LUMO (spin up / spin down)   -8.837 / -8.702 eV
HOMO-LUMO gap (spin up / spin down)   0.209 / 0.231 Ha

```
43
Properties=species:S:1:pos:R:3:forces:R:3:mulliken_spin:R:1
Re -0.27163 0.30270 1.14460 0.1 -0.8 0.0 0.805
Br -1.40378 2.40475 2.24037 0.0 0.3 0.2 -0.011
C -1.44272 3.26316 0.51436 0.0 -0.1 0.0 0.029
C -2.13436 4.43659 0.40659 0.0 0.0 0.0 0.022
C -2.05852 5.14422 -0.80468 0.0 0.0 0.0 -0.017
C -1.28629 4.67059 -1.83094 0.0 0.0 0.0 0.045
C -0.57971 3.45309 -1.71098 0.0 0.0 0.0 -0.009
C 0.26124 2.99038 -2.75177 0.0 0.0 0.0 0.154
C 0.98856 1.82742 -2.62781 0.0 0.0 0.0 -0.012
C 0.86647 1.05020 -1.48066 -0.1 0.0 0.0 0.072
C 0.02682 1.43490 -0.42309 0.1 0.0 -0.3 -0.051
C -0.67556 2.69577 -0.51679 0.0 0.0 0.0 0.120
H -2.70882 4.82987 1.23460 0.0 0.0 0.0 0.000
H -2.59729 6.07623 -0.90301 0.0 0.0 0.0 0.000
H -1.19790 5.23388 -2.75110 0.0 0.0 0.0 0.002
H 0.33695 3.58220 -3.65569 0.0 0.0 0.0 0.002
H 1.64009 1.50323 -3.42753 0.0 0.0 0.0 0.002
H 1.40160 0.11078 -1.42501 0.0 0.0 0.0 0.000
C -2.31959 -0.94550 0.87897 0.2 0.0 0.2 0.015
Si -1.18784 -2.20409 0.00217 0.2 -0.1 -0.4 -0.010
C -1.45995 -3.99241 0.35500 -0.2 0.1 0.2 -0.002
C -1.17497 -1.85345 -1.81484 0.0 -0.1 0.0 0.002
N 0.30281 -1.46489 0.73002 -0.3 0.7 0.3 -0.115
C 1.52550 -1.89980 1.26639 0.1 0.1 -0.1 -0.021
C 1.97824 -3.21658 1.32741 0.0 0.0 0.0 -0.020
C 3.22800 -3.47539 1.86929 0.0 0.0 0.0 0.012
C 4.03063 -2.44993 2.35664 0.0 0.0 0.0 -0.035
C 3.60492 -1.12279 2.32085 0.0 0.0 -0.1 0.014
C 2.37195 -0.92088 1.77839 -0.1 0.0 -0.1 -0.017
F 1.83814 0.39175 1.70173 0.0 0.0 0.2 0.001
H -3.33960 -0.93904 0.48367 0.0 0.0 -0.1 0.011
H -2.14224 0.16907 0.64631 0.0 0.0 0.0 0.008
H -2.41469 -1.07054 1.96545 -0.1 0.0 -0.1 0.004
H -2.41908 -4.27036 -0.09271 0.0 0.0 0.0 0.001
H -1.50413 -4.25419 1.41248 0.1 0.0 0.0 0.000
H -0.69556 -4.59881 -0.13416 0.0 0.0 0.0 0.000
H -2.10696 -2.19990 -2.26940 0.0 0.0 0.0 0.000
H -0.36495 -2.39823 -2.30627 0.0 0.0 0.0 0.000
H -1.06871 -0.79394 -2.04647 0.0 0.0 0.0 -0.001
H 1.36246 -4.02041 0.94927 0.0 0.0 0.0 0.000
H 3.58542 -4.49455 1.91573 0.0 0.0 0.0 0.000
H 5.00013 -2.67953 2.77648 0.0 0.0 0.0 -0.001
H 4.20491 -0.30555 2.69614 0.0 0.0 0.0 0.000
```
Forces are in eV/Å.